Record 1
Here is C14H23BrCl2FLiN4Na2O3P as an isolated structure in a non-equilibrium geometry from OMol25. Energies are from ωB97M-V with the def2-TZVPD basis set.

```
52
Properties=species:S:1:pos:R:3
C 2.90532 -4.84483 -0.68431
C 2.02425 -5.43075 -1.94712
O 0.63831 -4.93421 -1.99242
C 0.62369 -3.43749 -1.88329
N -0.54261 -2.95002 -2.67769
C -1.82482 -2.69041 -2.31347
N -2.92780 -2.23465 -3.28744
C -4.17669 -2.12181 -2.43780
N -3.69963 -2.48171 -1.04728
Br -4.81617 -2.47737 0.48795
N -2.35096 -2.80396 -0.93273
P -1.74538 -3.19568 0.67267
O -0.75848 -4.67561 0.69043
Cl -0.50242 -1.49440 1.20246
H 3.56920 -3.94131 -1.09422
H 2.25114 -4.41255 0.19806
H 3.69183 -5.65856 -0.32523
H 1.97086 -6.61348 -1.79574
H 2.62114 -5.27625 -2.96724
H 1.61562 -3.09641 -2.45451
H 0.73340 -3.04861 -0.79312
H -0.34283 -2.77952 -3.71137
H -5.27348 -1.79896 -2.68774
H 0.17400 -4.32058 0.89098
C -0.75243 3.51194 -1.05838
C -0.51751 2.06206 -0.60336
C -0.72184 1.96801 0.91802
O 0.74124 1.75375 -0.86334
H -0.06732 4.22045 -0.57440
H -0.63170 3.61646 -2.14415
H -1.77327 3.82717 -0.81229
H -1.32853 1.47129 -1.05207
H -0.03565 2.61956 1.47516
H -0.57886 0.94202 1.28000
H -1.74243 2.26804 1.18382
Cl -5.77348 -1.35656 2.36679
Li 2.12652 -7.39822 -3.29154
C 2.21498 5.38406 3.19066
C 1.44877 6.46209 3.63286
C 0.76402 7.25582 2.71312
C 0.83767 6.96515 1.35055
C 1.60089 5.88480 0.90871
C 2.29314 5.09669 1.82775
H 2.75125 4.76776 3.90749
H 1.38590 6.68435 4.69519
H 0.17251 8.09978 3.05744
H 0.30017 7.58063 0.63404
H 1.65686 5.65744 -0.15305
H 2.89207 4.25847 1.48271
F 3.62652 5.54414 5.26450
Na 0.32652 -9.11986 -2.19950
Na -5.07348 -3.30810 3.75344
```

* HOMO energy: -7.734 eV
* total charge: +1
* strongest force on any atom: 0.15730 Eh/bohr
* multiplicity: 1
* E_LUMO: -6.59 eV

Mulliken atomic charge list, values in e, 8 entries: C -0.78; C -0.22; O -0.18; C -0.42; N -0.06; C 0.23; N -0.52; C 0.09

---

Record 2
Here is C14H23Cl4Mg3O10 as an isolated structure in a non-equilibrium geometry from OMol25. Energies are from ωB97M-V with the def2-TZVPD basis set.

```
54
Properties=species:S:1:pos:R:3
Mg -0.29374 -0.76094 3.20007
Mg -0.04225 -0.45384 -3.02979
Mg -1.84911 -1.16177 0.13408
C 3.20982 1.50385 -3.70710
C 1.89151 0.77280 -3.60601
O 1.91555 -0.46580 -3.28244
O 0.74636 1.30085 -3.67071
H 3.35109 1.88912 -4.71383
H 4.01009 0.80629 -3.46859
H 3.25145 2.29408 -2.95659
C -4.49511 0.24497 3.23749
C -3.22799 -0.23199 2.60730
O -2.19076 -0.40088 3.32161
O -3.16625 -0.46940 1.38098
H -4.40720 0.96485 4.04772
H -5.00242 -0.63191 3.65250
H -5.20833 0.66827 2.53198
C -0.69328 -4.86739 1.97776
C -0.78617 -3.37059 1.85221
O -0.38282 -2.63924 2.81131
O -1.31861 -2.89922 0.82269
H -1.67731 -5.26621 1.74145
H -0.38944 -5.20515 2.96532
H 0.05574 -5.25030 1.28446
C -4.04192 -1.92480 -3.54417
C -2.83318 -1.43809 -2.80294
O -1.78080 -1.12373 -3.43844
O -2.83179 -1.53295 -1.55318
H -4.98941 -1.50036 -3.21499
H -4.13666 -3.00885 -3.49263
H -4.00560 -1.69699 -4.61194
C 1.38996 1.19619 -0.02319
C 0.25953 0.23555 0.03205
O -0.28797 -0.24543 -1.00151
O -0.26803 -0.20069 1.10553
H 1.87913 1.17577 -0.99047
H 2.09588 1.02184 0.78192
H 0.99487 2.20885 0.08640
Cl -1.45115 2.77900 2.17479
C -0.78023 4.27527 1.49091
C -0.29541 5.18015 2.59741
Cl 0.11923 6.78470 2.00510
H -1.55944 4.70458 0.86327
H 0.02515 4.07993 0.78072
H 0.60971 4.80458 3.07391
H -1.03634 5.25573 3.39215
Cl 5.94893 -1.46186 -2.14632
C 5.69218 -1.12277 -0.39223
C 4.31201 -0.53904 -0.13801
Cl 3.12275 -1.88642 0.12916
H 6.45240 -0.39080 -0.13710
H 5.84404 -2.08522 0.07887
H 3.91779 0.00050 -0.98995
H 4.33357 0.08494 0.75098
```

* HOMO energy: -13.019 eV
* total charge: +1
* strongest force on any atom: 0.04871 Eh/bohr
* multiplicity: 1
* relative energy (zero: lowest compared OMol25 entry of this formula, charge and spin): 0.00 kcal per mole
* E_LUMO: -4.70 eV

Mulliken atomic charge list, values in e, 8 entries: Mg 1.11; Mg 1.05; Mg 0.34; C -1.12; C 1.39; O -0.78; O -0.80; H 0.38

---

Record 3
Here is C14H23N2PPdS as an isolated structure in a non-equilibrium geometry from OMol25. Energies are from ωB97M-V with the def2-TZVPD basis set.

```
42
Properties=species:S:1:pos:R:3
C -3.59390 3.28339 -0.65586
C -3.35567 2.53284 0.49089
C -2.27922 1.61117 0.57957
C -1.41389 1.61047 -0.53509
C -1.71959 2.24606 -1.75566
C -2.85031 3.06477 -1.80708
C -1.95634 1.00677 1.93663
C -2.61676 -0.30363 2.53702
N -3.05475 -1.45268 1.75109
Pd 0.59085 1.19261 -0.42481
C -0.94090 1.91833 -2.99821
P -0.03767 0.40206 -2.42732
H -3.94689 2.72156 1.38620
H -3.06556 3.60802 -2.72994
H -4.40572 4.01937 -0.66573
H -0.23167 2.72851 -3.28361
H -1.59526 1.69027 -3.85711
H -0.84241 0.94691 2.01801
H -2.29050 1.79136 2.66243
H -1.87515 -0.73403 3.24142
C 1.19479 0.05087 -3.69888
C -1.32668 -0.82015 -2.77808
H -3.47892 -0.00536 3.16273
C -3.89240 -1.25872 0.58684
C -2.17273 -2.61777 1.69060
H 1.61495 -0.03924 -0.58364
H -4.83541 -1.80549 0.71876
H -4.09660 -0.19233 0.39750
H -3.37908 -1.67772 -0.30678
H -2.70290 -3.51919 2.01472
H -1.83054 -2.79523 0.65242
H -1.29656 -2.47946 2.33967
H -1.58311 -0.82849 -3.85445
H -0.93686 -1.79826 -2.49179
H -2.23426 -0.62627 -2.19738
H 0.80357 0.20614 -4.72172
H 2.05644 0.70211 -3.52381
H 1.45534 -1.01107 -3.55780
H 2.47625 -0.48502 -0.23230
S 5.19252 -1.15809 2.04077
C 4.09077 -1.10041 0.92370
N 3.25885 -1.16468 0.04649
```

* HOMO energy (alpha / beta): -12.128 / -14.601 eV
* total charge: +2
* strongest force on any atom: 0.09901 Eh/bohr
* multiplicity: 5
* relative energy (zero: lowest compared OMol25 entry of this formula, charge and spin): 15.82 kcal per mole
* E_LUMO (alpha / beta): -6.06 / -10.40 eV

Mulliken atomic charge list, values in e, 8 entries: C -0.75; C -0.49; C 0.79; C -0.81; C 1.69; C -0.66; C -0.54; C -0.68

---

Record 4
Here is a single C14H23NO4 molecule from OMol25. Energies are from ωB97M-V with the def2-TZVPD basis set.

```
42
Properties=species:S:1:pos:R:3
C -4.67578 0.07358 3.38760
H -5.61044 -0.41232 3.11163
O -3.77457 -0.21637 2.34741
C -2.50595 0.27263 2.43211
C -2.01795 1.04923 3.47886
C -0.70425 1.47979 3.44204
C 0.13766 1.16334 2.39224
C -0.34793 0.38925 1.34178
C -1.66592 -0.05081 1.37300
H -2.04752 -0.65268 0.56470
O 0.37340 -0.02045 0.25968
C 1.69197 0.45350 0.06057
C 1.75596 1.91479 -0.40480
O 1.22942 2.15109 -1.68508
C 1.92556 1.58974 -2.78100
C 1.20508 0.36548 -3.37134
N 1.57733 -0.88076 -2.71965
C 2.77348 -1.45456 -3.30142
H 3.53916 -0.68507 -3.38304
H 3.14948 -2.24151 -2.65140
H 2.59214 -1.87221 -4.30463
C 0.46912 -1.81988 -2.66580
H 0.17905 -2.17677 -3.67140
C 0.75140 -3.04416 -1.78883
O 1.23910 -2.71963 -0.51625
H 0.73121 -1.96578 -0.18117
H 1.49998 -3.69630 -2.24591
H -0.18754 -3.61693 -1.70975
H -0.37916 -1.28408 -2.23016
H 0.13688 0.54063 -3.23200
H 1.40281 0.32144 -4.45446
H 1.95473 2.37461 -3.54615
H 2.95392 1.33956 -2.49914
H 2.80843 2.23822 -0.35679
H 1.15770 2.55090 0.25282
H 2.29267 0.33036 0.96938
H 2.08551 -0.19341 -0.72998
H 1.15568 1.51707 2.40747
H -0.32540 2.08048 4.25591
H -2.64074 1.32086 4.31547
H -4.32901 -0.32877 4.34502
H -4.84463 1.15092 3.48592
```

* HOMO energy: -8.482 eV
* total charge: 0
* strongest force on any atom: 0.01521 Eh/bohr
* multiplicity: 1
* relative energy (zero: lowest compared OMol25 entry of this formula, charge and spin): 73.87 kcal per mole
* E_LUMO: 0.88 eV

Mulliken atomic charge list, values in e, 8 entries: C -0.87; H 0.25; O -0.41; C 0.60; C -0.57; C -1.05; C -0.63; C 0.69

---

Record 5
Here is C14H24AuBF2N5O7P2 as an isolated structure in a non-equilibrium geometry from OMol25. Energies are from ωB97M-V with the def2-TZVPD basis set.

```
56
Properties=species:S:1:pos:R:3
Au -0.43132 -1.15538 -2.70443
N -0.21991 1.50809 1.16283
C 0.06009 2.05655 -0.24079
C 0.29867 3.55901 -0.22988
P 1.51159 1.00619 -0.81421
O 2.72758 2.06887 -0.74883
O 1.62971 0.00649 0.29876
O 1.32902 0.54820 -2.23197
P -1.37551 1.62169 -1.32135
O -2.54968 2.09629 -0.31233
O -1.36228 2.34884 -2.59652
O -1.44829 0.08018 -1.27767
H 0.01734 2.18283 1.88264
H 0.43592 0.66017 1.21716
H -1.19098 1.22446 1.28263
H 1.16702 3.81443 0.37907
H -0.58196 4.08706 0.14236
H 0.48387 3.90234 -1.24794
H 3.55228 1.62625 -0.48613
H -3.34625 2.35143 -0.81229
N 0.81586 4.23089 -4.94614
C 0.95410 2.95663 -4.59713
N 1.93473 2.58803 -3.77468
N 0.10172 2.10000 -5.16559
C -0.10368 0.89663 -4.85137
N -0.43943 -0.22573 -4.64020
H 1.42227 4.95011 -4.59773
H 0.05569 4.47318 -5.55733
H 2.46366 3.28609 -3.27865
H 1.83028 1.69381 -3.30614
F -1.24291 -4.09577 -2.73234
B -0.72784 -3.14536 -3.47922
F -0.34666 -3.41358 -4.70677
C 0.35733 -2.28159 5.90475
C 0.05538 -2.25983 4.43042
C 0.99043 -2.69698 3.49797
C 0.73124 -2.70376 2.13660
C 1.80929 -3.19659 1.20838
C -0.53841 -2.24956 1.69250
C -0.87899 -2.16116 0.28240
O -0.12566 -2.38348 -0.66532
C -1.51390 -1.83279 2.63232
C -2.91267 -1.36755 2.26284
C -1.18651 -1.82816 3.97520
H 1.39062 -2.57036 6.09583
H -0.29514 -2.99465 6.41481
H 0.17918 -1.30197 6.35436
H 1.95440 -3.05743 3.84445
H 2.67301 -3.52962 1.78113
H 2.11529 -2.40157 0.53173
H 1.45716 -4.02065 0.58715
H -1.89440 -1.83619 0.06094
H -3.28031 -1.76287 1.32232
H -2.96880 -0.27529 2.20668
H -3.61200 -1.67671 3.03810
H -1.93124 -1.50012 4.69663
```

* HOMO energy (alpha / beta): -11.021 / -11.714 eV
* total charge: +1
* strongest force on any atom: 0.02127 Eh/bohr
* multiplicity: 3
* relative energy (zero: lowest compared OMol25 entry of this formula, charge and spin): 14.66 kcal per mole
* E_LUMO (alpha / beta): -2.71 / -6.75 eV

Mulliken atomic charge list, values in e, 8 entries: Au 0.64; N -0.12; C 1.02; C -1.75; P 0.67; O -0.55; O -0.79; O -0.86